Formula: CHN4O
Source: the OMol25 dataset
Level of theory: ωB97M-V/def2-TZVPD

Kohn-Sham gap: 8.85 eV
Calculated total energy: -332.4842 Ha
Energy above the lowest of the compared OMol25 structures with the same formula, charge and spin: 0.000 eV
SMILES: N#[N+]/C=N\N=O

ORCA input file:
```
! RIJCOSX wB97M-V def2-TZVPD def2/J DEFGRID3
* xyz 1 1
C 0.781 -0.281 -0.003
N 1.102 0.970 0.006
H 1.553 -1.035 -0.004
N -0.491 -0.662 0.041
N -1.615 -0.506 -0.037
O -2.751 -0.519 0.003
N 1.422 2.034 -0.006
*
```

***

Formula: CHN4P3S
Source: the OMol25 dataset
Level of theory: ωB97M-V/def2-TZVPD

Kohn-Sham gap: 7.70 eV
Calculated total energy: -1680.0289 Ha
Energy above the lowest of the compared OMol25 structures with the same formula, charge and spin: 0.000 eV
SMILES: S=C=NP1N=PN=PN1

ORCA input file:
```
! RIJCOSX wB97M-V def2-TZVPD def2/J DEFGRID3
* xyz 0 1
C -0.034 -2.219 -0.627
N 0.953 -0.711 2.341
S 0.961 -3.422 -0.580
P 1.017 0.736 1.666
N -0.344 0.695 0.688
P -0.137 -1.887 2.615
H -0.578 1.469 0.048
N -1.490 -1.491 1.853
P -1.687 -0.460 0.570
N -0.866 -1.310 -0.665
*
```

***

Formula: CHN5O
Source: the OMol25 dataset
Level of theory: ωB97M-V/def2-TZVPD

Kohn-Sham gap: 8.98 eV
Calculated total energy: -387.5498 Ha
Energy above the lowest of the compared OMol25 structures with the same formula, charge and spin: 7.080 eV
SMILES: [H]/N=c1/nnnno1

ORCA input file:
```
! RIJCOSX wB97M-V def2-TZVPD def2/J DEFGRID3
* xyz 0 1
O -0.114 1.004 -0.455
N 0.478 -1.239 -0.252
N 1.575 -0.848 0.084
N -1.797 -0.557 0.111
H -2.506 0.168 0.087
N 1.842 0.391 0.512
N 1.156 1.297 0.052
C -0.635 -0.215 -0.139
*
```

***

Formula: CHNO2S
Source: the OMol25 dataset
Level of theory: ωB97M-V/def2-TZVPD

Kohn-Sham gap: 9.23 eV
Calculated total energy: -642.0442 Ha
Energy above the lowest of the compared OMol25 structures with the same formula, charge and spin: 1.262 eV

ORCA input file:
```
! RIJCOSX wB97M-V def2-TZVPD def2/J DEFGRID3
* xyz 0 1
O -0.929 -2.041 -0.326
H 1.688 0.023 -0.282
S -1.692 -0.890 0.135
O 1.066 1.793 0.189
C 0.717 0.689 0.026
N -0.849 0.426 0.258
*
```

***

Formula: CHNO2S
Source: the OMol25 dataset
Level of theory: ωB97M-V/def2-TZVPD

Kohn-Sham gap: 9.79 eV
Calculated total energy: -641.9650 Ha
Energy above the lowest of the compared OMol25 structures with the same formula, charge and spin: 3.417 eV
SMILES: N#CSOO

ORCA input file:
```
! RIJCOSX wB97M-V def2-TZVPD def2/J DEFGRID3
* xyz 0 1
O 1.135 -0.773 -1.210
N -1.458 -0.125 2.192
O 0.614 0.352 -0.436
C -1.308 0.311 1.151
H 1.975 -0.493 -1.223
S -0.959 0.728 -0.475
*
```

***

Formula: CHNO3
Source: the OMol25 dataset
Level of theory: ωB97M-V/def2-TZVPD

Kohn-Sham gap (spin up / spin down): 9.89 / 11.37 eV
Calculated total energy: -319.0881 Ha
Energy above the lowest of the compared OMol25 structures with the same formula, charge and spin: 0.000 eV

ORCA input file:
```
! RIJCOSX wB97M-V def2-TZVPD def2/J DEFGRID3
* xyz 0 3
O -1.591 1.249 -0.295
N 0.887 -0.067 0.847
O 1.536 0.490 -0.011
O -0.869 -0.822 -0.951
C -1.219 0.218 -0.601
H 1.257 -1.068 1.011
*
```

***

Formula: CHNO3S
Source: the OMol25 dataset
Level of theory: ωB97M-V/def2-TZVPD

Kohn-Sham gap (spin up / spin down): 8.85 / 7.30 eV
Calculated total energy: -717.1528 Ha
Energy above the lowest of the compared OMol25 structures with the same formula, charge and spin: 0.010 eV

ORCA input file:
```
! RIJCOSX wB97M-V def2-TZVPD def2/J DEFGRID3
* xyz 0 3
N 0.979 0.354 0.820
O 0.162 0.221 -0.181
H 0.223 -0.473 -0.886
O 2.815 -2.558 0.252
O 1.587 -0.641 1.131
C 1.713 -2.517 0.511
S 0.234 -3.018 0.693
*
```

***

Formula: CHNO3S2
Source: the OMol25 dataset
Level of theory: ωB97M-V/def2-TZVPD

Kohn-Sham gap: 8.67 eV
Calculated total energy: -1115.3429 Ha
Energy above the lowest of the compared OMol25 structures with the same formula, charge and spin: 2.491 eV

ORCA input file:
```
! RIJCOSX wB97M-V def2-TZVPD def2/J DEFGRID3
* xyz 0 1
H 0.825 0.455 -0.403
C -0.980 -0.687 -0.233
S -0.632 -2.199 -0.137
O -2.770 1.306 0.240
N -3.490 0.430 -0.212
O -4.681 0.481 -0.234
S -0.478 0.891 -0.265
O -2.921 -0.626 -0.694
*
```

***

Formula: CHNO4S
Source: the OMol25 dataset
Level of theory: ωB97M-V/def2-TZVPD

Kohn-Sham gap: 5.94 eV
Calculated total energy: -792.5447 Ha
Energy above the lowest of the compared OMol25 structures with the same formula, charge and spin: 1.440 eV

ORCA input file:
```
! RIJCOSX wB97M-V def2-TZVPD def2/J DEFGRID3
* xyz -2 1
S -1.640 -1.114 -0.047
O -2.069 -2.545 0.135
O 2.064 0.213 0.208
O -3.264 1.801 1.069
C -3.302 1.120 0.028
N -2.912 -0.278 0.220
H 1.217 0.196 -0.129
O -3.748 1.411 -1.059
*
```

***

Formula: CHNOP2S
Source: the OMol25 dataset
Level of theory: ωB97M-V/def2-TZVPD

Kohn-Sham gap (spin up / spin down): 6.30 / 6.31 eV
Calculated total energy: -1249.3987 Ha
Energy above the lowest of the compared OMol25 structures with the same formula, charge and spin: 2.350 eV

ORCA input file:
```
! RIJCOSX wB97M-V def2-TZVPD def2/J DEFGRID3
* xyz 0 1
O -0.962 0.733 1.562
C 0.026 0.031 1.332
H 1.093 0.323 1.567
P -1.631 -1.648 -1.173
S 1.208 0.376 -1.349
N 0.164 1.311 -1.807
P 0.103 -1.126 -0.132
*
```

***

Formula: CHNOS
Source: the OMol25 dataset
Level of theory: ωB97M-V/def2-TZVPD

Kohn-Sham gap (spin up / spin down): 7.82 / 7.77 eV
Calculated total energy: -566.7926 Ha
Energy above the lowest of the compared OMol25 structures with the same formula, charge and spin: 1.028 eV
SMILES: C#N.O=S

ORCA input file:
```
! RIJCOSX wB97M-V def2-TZVPD def2/J DEFGRID3
* xyz 0 1
N -1.596 0.242 1.230
C -1.169 0.518 0.215
S 2.081 -0.802 0.303
H -0.695 0.715 -0.772
O 1.379 -0.674 -0.975
*
```

***

Formula: CHNOS3
Source: the OMol25 dataset
Level of theory: ωB97M-V/def2-TZVPD

Kohn-Sham gap (spin up / spin down): 8.20 / 8.20 eV
Calculated total energy: -1363.1407 Ha
Energy above the lowest of the compared OMol25 structures with the same formula, charge and spin: 0.849 eV

ORCA input file:
```
! RIJCOSX wB97M-V def2-TZVPD def2/J DEFGRID3
* xyz 0 1
O -1.612 0.479 1.334
S 0.407 -1.827 0.664
H 2.488 0.320 0.089
N -1.200 0.070 -1.123
S -2.068 0.649 -0.055
S 1.421 0.845 -0.616
C 0.564 -0.536 -0.293
*
```

***

calculated total energy of number 7 (CHNO3S)?
-717.1528 Ha